[1]
The following is a quantum chemistry calculation of a cluster of 8 separate species, C25H55Cl2O18P2 in total, from the OMol25 dataset.

Properties
Total charge: -1
DFT total energy (eV): -107302.7441
Gap between HOMO and LUMO (Eh): 0.270
Energy relative to the best compared isomer or geometry (same formula, charge and spin) (eV): 0.000

The geometry in XYZ format:
```
102
C25H55Cl2O18P2 wB97M-V/def2-TZVPD
Cl -5.27 3.67 -0.13
Cl -2.79 3.65 1.43
P -1.74 -3.43 -4.63
P 1.58 3.62 4.60
O 0.01 -5.45 -0.77
O -1.77 3.25 -2.62
O -1.47 0.07 5.28
O 2.60 4.45 5.23
O -2.09 -5.15 -1.53
O 1.38 3.81 3.04
O -1.99 -2.81 -6.09
O 4.54 2.34 -0.90
O -2.97 -0.35 0.80
O 4.66 1.97 -3.11
O 0.15 3.85 5.21
O 0.35 2.79 -2.08
O -2.90 -3.31 -3.78
O -0.40 -2.75 -4.19
O -1.21 -4.88 -4.98
O -1.94 -0.87 -1.13
O -0.01 -1.61 5.49
O 1.77 2.06 4.68
C 3.11 2.42 -0.96
C 6.68 2.05 -1.80
C -1.00 3.11 4.74
C -0.15 -0.51 3.38
C -1.44 1.92 -4.63
C 1.47 -3.76 0.09
C -0.90 0.71 0.31
C 0.96 5.02 2.45
C 2.51 2.17 0.40
C -0.59 3.53 -2.07
C -0.58 4.89 -1.45
C -0.32 -1.67 6.89
C 5.19 2.14 -2.05
C 0.58 -2.71 7.54
C 0.13 -4.05 -0.53
C -0.60 -0.63 4.81
C -0.34 -1.35 -3.82
C -2.03 -0.27 -0.03
C -1.12 -7.33 -1.58
C -3.83 2.74 0.31
C -2.14 -5.95 -5.05
C -3.00 -1.83 -6.24
C -1.16 -5.86 -1.29
C 2.97 1.43 4.24
C -1.97 1.94 -3.20
H -1.91 -7.56 -2.29
H 3.14 0.57 4.88
H -1.42 2.57 5.59
H -1.29 -7.87 -0.65
H 1.46 -2.72 0.38
H 0.01 -3.41 8.15
H 0.49 5.69 3.18
H -3.03 -1.11 -5.41
H 0.69 0.18 3.34
H -1.73 3.84 4.40
H -0.77 1.43 -0.49
H -3.17 -5.63 -4.87
H -3.04 1.78 -3.15
H -1.07 5.62 -2.10
H 0.44 5.22 -1.29
H -0.20 -0.69 7.34
H -0.98 -0.15 2.78
H -1.37 -1.93 7.00
H 7.24 2.29 -2.69
H -2.81 -1.30 -7.17
H -1.84 1.05 -5.14
H -0.17 -7.63 -2.01
H -2.05 -6.40 -6.04
H 0.17 4.77 1.74
H 2.79 3.41 -1.31
H 1.36 -2.21 8.10
H 6.96 2.77 -1.03
H -1.28 -0.84 -4.03
H -1.09 1.24 1.25
H -0.73 2.48 3.90
H -1.90 -6.71 -4.31
H -1.47 1.17 -2.62
H -3.25 2.54 -0.58
H -0.02 -3.49 -1.46
H 2.73 2.99 1.09
H 2.84 1.07 3.22
H 0.43 -0.92 -4.46
H 3.84 2.09 4.33
H -0.67 -3.69 0.12
H 1.46 1.88 0.33
H 0.02 0.15 0.41
H -0.36 1.84 -4.67
H 1.79 5.52 1.97
H -0.09 -1.18 -2.78
H 3.01 1.29 0.83
H 0.17 -1.49 3.04
H -4.00 -2.27 -6.28
H 2.31 -3.93 -0.59
H 6.94 1.05 -1.48
H 1.09 -3.29 6.76
H -1.10 4.85 -0.49
H -1.74 2.80 -5.20
H 2.69 1.72 -1.68
H -4.13 1.83 0.81
H 1.65 -4.36 0.98
```

These are the Löwdin partial charges, in e, on atoms 1 to 5: 0.50, 0.54, 0.33, 0.30, 0.00



[2]
The following is a quantum chemistry calculation of a structure of composition C25H56ClCuIPSi, from the OMol25 dataset.

Properties
Total charge: +1
DFT total energy (eV): -109252.2816
Spin multiplicity: 2
Gap between HOMO and LUMO (spin up / spin down) (Eh): 0.193 / 0.214
⟨S²⟩: 0.7551

The geometry in XYZ format:
```
86
C25H56ClCuIPSi wB97M-V/def2-TZVPD
I -0.99 -3.58 -2.15
Cu -2.10 0.68 -4.16
Cl 1.86 -0.06 0.30
P 2.00 -0.20 -1.94
Si 4.28 -0.70 -1.72
C 2.26 1.72 -1.91
C -0.39 -0.68 -4.41
C -1.62 3.78 1.19
C 1.09 2.52 -1.26
C 2.05 -0.28 -3.88
C -0.22 4.32 1.54
C -3.36 -0.92 3.54
C 4.75 -2.25 -2.72
C -5.09 -2.76 3.99
C -3.52 1.13 2.04
C 1.61 -2.08 -1.69
C 0.75 0.36 -4.40
C -4.32 -4.00 3.50
C 1.57 3.37 -0.08
C 3.24 0.36 -4.61
C 4.72 -1.21 0.05
C -3.18 -4.43 4.42
C 0.32 -2.33 -0.89
C 0.62 4.54 0.27
C -2.44 3.43 2.43
C -3.72 2.65 2.06
C 0.56 -3.10 0.41
C -3.75 0.57 3.43
C -4.24 -1.65 4.60
C 5.50 0.66 -2.15
H -2.31 -0.97 3.82
H 0.24 1.89 -0.99
H 4.11 -2.01 0.44
H 5.73 -1.62 -0.06
H -0.02 -4.01 0.45
H 0.27 3.67 2.26
H 2.93 0.65 -5.61
H 1.28 5.37 0.49
H -0.36 5.28 2.04
H -3.59 -2.01 5.39
H 5.83 0.54 -3.18
H -3.94 -3.78 2.51
H -4.03 3.02 1.08
H -3.11 1.11 4.12
H 0.58 0.04 -2.03
H 0.00 4.84 -0.57
H 0.43 1.21 -3.79
H -0.26 -1.43 -0.74
H -2.62 -5.23 3.95
H -5.04 -4.81 3.45
H -0.06 -1.68 -4.66
H 0.73 3.24 -1.99
H -1.86 2.89 3.17
H 6.39 0.50 -1.55
H -2.77 4.36 2.87
H -2.51 0.92 1.71
H -3.55 -4.82 5.36
H -1.20 -0.41 -5.16
H -4.51 2.89 2.76
H 0.20 -2.49 1.23
H -5.63 -2.32 3.15
H 1.57 -2.65 -2.61
H -0.80 -0.73 -3.39
H 4.07 -0.32 -4.78
H 2.52 3.79 -0.40
H -3.52 -1.36 2.56
H 1.75 2.74 0.78
H -4.22 0.68 1.34
H 0.85 0.72 -5.43
H -1.49 2.92 0.54
H 1.60 -3.35 0.56
H 1.99 -1.29 -4.26
H 4.94 -2.05 -3.77
H 4.81 -0.36 0.72
H 4.09 -3.09 -2.56
H -2.47 -3.63 4.60
H 3.09 1.91 -1.25
H 2.37 2.16 -2.89
H -4.93 -0.92 5.00
H -2.13 4.59 0.68
H 3.65 1.26 -4.16
H 2.40 -2.51 -1.09
H -5.85 -3.10 4.69
H -4.78 0.70 3.74
H 5.71 -2.53 -2.28
H 5.19 1.69 -2.04
```

These are the Löwdin partial charges, in e, on atoms 1 to 5: 0.84, 0.74, 0.35, 0.53, 0.53



[3]
The following is a quantum chemistry calculation of a structure of composition C25H56F3Mn2N6O11S, from the OMol25 dataset.

Properties
Total charge: +1
DFT total energy (eV): -139920.0792
Spin multiplicity: 11
Gap between HOMO and LUMO (spin up / spin down) (Eh): 0.280 / 0.267
⟨S²⟩: 30.0082

The geometry in XYZ format:
```
104
C25H56F3Mn2N6O11S wB97M-V/def2-TZVPD
Mn -2.87 0.09 -1.79
Mn 0.58 -0.38 -2.91
S 0.53 -3.78 -3.38
F 2.00 -5.22 -1.75
F 0.25 -4.35 -0.79
F 0.10 -6.12 -2.09
O 4.86 -1.21 4.83
O 1.50 -4.22 -4.31
O 1.32 1.76 -2.82
O -0.86 -3.83 -3.85
O 2.56 -0.37 -1.84
O -3.89 0.23 -0.05
O -3.03 2.02 -2.53
O 0.78 -2.47 -2.78
O -5.33 -2.61 2.42
O 1.03 5.88 -1.11
O -0.85 -0.27 -1.26
N 2.82 3.29 -3.57
N -3.47 -3.55 1.46
N 1.80 4.57 0.57
N 3.22 -2.35 3.75
N -5.67 0.42 1.30
N 4.25 -1.52 -0.82
C -0.47 -1.54 0.80
C -3.23 3.16 -1.74
C 1.69 2.92 -2.99
C -0.60 -0.19 0.10
C 3.46 -2.74 -0.69
C -2.35 3.21 -0.48
C 0.68 -4.96 -1.89
C 3.69 -0.44 -1.35
C 3.19 4.61 0.14
C -6.65 0.32 0.23
C 1.80 -2.36 3.45
C 3.80 2.31 -4.00
C -6.19 0.38 2.66
C 3.71 -1.29 4.47
C -4.70 3.29 -1.38
C -2.62 -3.40 2.63
C 0.86 5.29 -0.05
C 5.67 -1.58 -0.56
C 0.56 0.79 0.46
C -3.10 -4.47 0.38
C 3.98 -3.53 3.48
C 3.01 4.60 -4.12
C 1.61 3.97 1.87
C -4.36 0.31 1.10
C -4.77 -3.15 1.48
H 5.74 -1.76 0.52
H 1.04 0.46 1.38
H -4.87 3.98 -0.55
H -5.41 0.56 3.39
H 3.30 5.06 -0.85
H 3.54 1.32 -3.62
H -7.48 -0.29 0.59
H -5.27 -3.40 0.54
H -5.19 2.34 -1.15
H 3.00 -0.49 4.70
H -3.94 -4.85 -0.18
H 2.11 4.57 2.65
H -3.01 4.09 -2.28
H -6.58 -0.58 3.02
H -7.01 1.10 2.65
H 0.59 4.10 2.24
H -0.13 5.25 0.44
H 3.96 -3.80 2.42
H 2.43 -2.43 -0.53
H 2.81 4.65 -5.20
H 1.08 3.77 -2.68
H 0.48 -2.06 0.64
H 3.57 3.59 0.09
H 4.81 2.40 -3.59
H 1.95 2.93 1.90
H -6.94 1.35 -0.01
H 3.76 -3.25 0.22
H 3.96 5.12 -3.97
H -6.23 -0.20 -0.62
H -2.42 2.38 0.23
H -3.81 0.33 2.04
H -2.79 -2.48 3.19
H -2.71 -4.23 3.34
H -5.20 3.70 -2.26
H 3.52 -3.40 -1.55
H 1.23 -1.54 3.89
H 3.74 5.22 0.86
H 3.49 -4.39 3.94
H -1.21 -2.21 0.36
H 4.27 0.47 -1.12
H -1.29 3.18 -0.76
H -2.47 -5.27 0.78
H 0.15 1.79 0.60
H -0.48 -1.45 1.89
H 2.23 5.26 -3.72
H 1.32 0.88 -0.32
H 1.63 -2.46 2.38
H 5.01 -3.54 3.82
H 6.24 -2.37 -1.05
H -2.46 -4.00 -0.38
H 1.35 -3.28 3.85
H -2.59 4.11 0.09
H -1.64 -3.50 2.17
H -1.45 0.23 0.65
H 3.77 2.18 -5.08
H 6.22 -0.65 -0.67
```

These are the Löwdin partial charges, in e, on atoms 1 to 5: 1.10, 1.16, 0.50, 0.11, 0.12



What is the total charge in the third record?
+1



Which of these has the lowest total charge?
C25H55Cl2O18P2



Which of these has the highest DFT total energy?
C25H55Cl2O18P2